(1)
C3H10N2O | ωB97M-V/def2-TZVPD

Energy above the lowest of the compared OMol25 structures with the same formula, charge and spin   118.9 kJ/mol
Kohn-Sham gap   7.878 eV
Structure (SMILES)   C/C(N)=C/N.O
Molecular weight   90.13 g/mol
E_HOMO   -7.076 eV
Energy   -8300.272 eV

Positions of all 16 atoms, in Å:
H (-1.36, 2.28, -1.03)
H (0.76, 2.39, -0.01)
C (-0.17, 0.57, -0.51)
C (-1.49, 1.23, -0.81)
C (0.04, -0.69, -0.87)
H (-2.21, 1.12, 0.00)
H (1.32, -2.33, -1.14)
H (1.66, 0.97, 0.39)
N (0.87, 1.39, -0.07)
H (-0.77, -1.26, -1.29)
N (1.25, -1.37, -0.84)
O (-0.54, -1.06, 2.39)
H (0.40, -0.98, 2.55)
H (-0.67, -0.59, 1.55)
H (-1.95, 0.74, -1.68)
H (1.99, -1.02, -0.27)



(2)
C10H19N3O4 | ωB97M-V/def2-TZVPD

Energy above the lowest of the compared OMol25 structures with the same formula, charge and spin   258.3 kJ/mol
Kohn-Sham gap   10.385 eV
Structure (SMILES)   CC(C)C[C@H](NC(=O)[C@@H](N)CC(N)=O)C(=O)O
Molecular weight   245.28 g/mol
E_HOMO   -9.876 eV
Energy   -23338.068 eV

Positions of all 36 atoms, in Å:
C (-2.57, -0.76, 0.70)
H (4.22, 2.72, 0.48)
C (-2.37, 1.12, -1.03)
O (-1.42, 1.00, -1.80)
N (-0.15, -0.47, 0.57)
H (0.82, 1.62, -0.80)
O (2.52, -1.89, -1.36)
H (-1.60, 2.92, -0.40)
O (1.86, -2.32, 0.76)
H (1.30, 2.23, 1.85)
C (1.53, 0.76, -0.65)
H (-2.93, 2.32, 0.61)
H (0.27, -0.74, -1.57)
H (2.66, 3.23, -0.40)
H (-3.45, -0.78, -1.20)
C (2.67, 1.19, 0.33)
H (1.56, 0.43, 2.06)
H (3.26, 0.25, 0.41)
N (-2.48, 2.41, -0.42)
C (1.68, -1.70, -0.25)
H (2.09, 0.84, -1.56)
C (2.02, 1.39, 1.77)
H (3.85, 2.06, -1.08)
H (-4.34, 0.43, -0.23)
H (-0.39, 0.46, 1.02)
C (-3.30, 0.01, -0.47)
N (-2.36, 0.02, 1.87)
H (2.77, 1.68, 2.51)
C (3.39, 2.37, -0.08)
O (-1.15, -2.32, -0.29)
H (3.15, -2.49, -0.90)
C (0.73, -0.53, -0.54)
H (-3.24, 0.14, 2.28)
C (-1.25, -1.27, 0.36)
H (-1.80, -0.54, 2.52)
H (-3.01, -1.78, 0.93)



(3)
C31H39CrN10O2S2 | ωB97M-V/def2-TZVPD

Energy above the lowest of the compared OMol25 structures with the same formula, charge and spin   0.0 kJ/mol
Kohn-Sham gap (alpha / beta)   5.354 / 5.596 eV
Molecular weight   699.85 g/mol
E_HOMO (alpha / beta)   -12.216 / -12.218 eV
Energy   -101855.986 eV
Charge   +2
Spin multiplicity   2
⟨S²⟩   0.77

Positions of all 85 atoms, in Å:
C (1.39, -3.50, 0.90)
H (-5.57, 0.33, 0.01)
C (-1.38, 0.50, -2.78)
Cr (-0.24, 0.32, 0.40)
N (8.07, 1.14, 0.50)
C (-5.60, 0.17, 1.09)
C (1.43, 2.16, 0.44)
C (-3.28, -0.57, 1.17)
H (1.85, -0.91, 4.39)
H (-3.57, -1.97, -3.23)
C (6.02, -0.10, 0.50)
H (1.70, -5.19, -0.39)
H (-6.62, -0.10, 1.37)
C (-0.99, 1.64, 4.98)
C (-0.48, 0.01, -5.10)
H (-4.91, -2.14, -0.29)
H (-4.43, -0.92, -5.34)
C (-0.85, 1.05, 3.74)
H (-5.71, -1.48, 3.32)
N (2.32, 3.11, 0.29)
C (-0.11, 1.33, 6.01)
S (-1.05, 1.54, -1.40)
C (-4.70, -1.16, 3.05)
C (0.17, 0.12, 3.54)
N (-0.64, 0.75, -3.84)
N (0.14, -1.67, -0.04)
H (-1.79, 2.35, 5.15)
C (1.26, -4.21, -0.29)
H (8.63, 1.91, 0.19)
C (-0.12, 3.46, 1.52)
H (-3.45, 0.51, -5.02)
H (-4.33, -3.08, 1.10)
H (-2.83, -0.37, -1.81)
H (-0.22, 1.81, 6.97)
S (2.54, 0.51, -1.33)
O (2.29, -0.88, -1.60)
H (2.69, 5.09, 0.68)
N (-2.21, -0.26, 0.90)
H (1.61, 0.19, 6.59)
C (-4.99, -2.26, 0.79)
H (-2.28, -1.69, -4.37)
H (1.91, -3.89, 1.76)
C (4.16, 0.71, -0.78)
C (0.91, 0.42, 5.80)
H (-0.49, -1.87, -1.98)
C (-3.97, -0.32, -4.55)
H (-1.53, 1.28, 2.93)
H (-5.35, 1.11, 1.59)
H (-6.01, -2.54, 1.02)
H (0.50, 5.50, 1.82)
C (6.79, 1.00, 0.09)
N (0.26, -0.50, 2.26)
H (6.46, -0.84, 1.15)
O (2.23, 1.48, -2.34)
N (0.83, -1.60, 2.23)
C (-4.66, -0.96, 1.53)
H (0.11, 1.41, -3.64)
H (-1.09, 3.55, 1.99)
C (4.72, -0.24, 0.07)
C (1.06, -0.20, 4.57)
H (0.53, -1.72, -5.89)
H (0.00, 0.71, -5.79)
H (-0.08, -1.94, -4.24)
H (-1.45, -0.21, -5.52)
C (6.20, 1.96, -0.77)
H (8.50, 0.46, 1.10)
H (-4.76, 0.08, -3.93)
C (-3.02, -1.19, -3.74)
C (1.97, 4.30, 0.80)
N (1.55, 0.85, -0.01)
H (-4.48, -0.24, 3.58)
N (0.22, 2.27, 1.03)
N (-2.33, -0.43, -2.68)
C (0.38, -1.23, -4.93)
H (4.14, -1.11, 0.37)
H (4.45, 2.55, -1.84)
C (0.80, -2.25, 0.98)
H (6.79, 2.81, -1.10)
C (4.90, 1.82, -1.19)
H (-4.00, -1.93, 3.37)
H (1.36, -0.97, -4.52)
C (0.55, -3.64, -1.33)
H (0.43, -4.15, -2.27)
C (0.75, 4.53, 1.43)
C (0.02, -2.36, -1.17)